Molecular formula: C16H30FN2O3P2
Method: DFT, ωB97M-V with the def2-TZVPD basis set

Summary:
gap between HOMO and LUMO	0.20196	Eh
net charge	-1
relative energy (zero: lowest compared OMol25 entry of this formula, charge and spin)	0.3068	eV
energy	-1745.3200	a.u.

Atoms and positions in Å:
H  -0.306  -0.422  -3.397
H  -3.668  -0.140  1.955
C  5.188  -1.270  4.443
F  -1.555  1.618  1.148
H  -3.537  1.443  -4.352
C  -2.410  -1.401  -1.543
O  -6.088  -1.103  0.932
H  -2.288  -2.342  -1.011
H  -0.189  0.972  -0.604
H  -1.985  -0.340  2.373
H  3.981  1.486  3.255
H  4.798  -2.243  4.721
O  -4.620  -1.912  -0.578
C  6.066  1.185  3.709
H  -0.504  3.157  -1.550
H  1.737  0.688  0.567
H  7.224  -1.733  4.950
H  -2.727  -1.438  1.217
C  -3.894  -1.080  -1.562
N  4.292  -0.401  3.984
N  1.755  1.055  -2.821
C  4.735  0.801  3.627
H  8.034  0.531  4.271
C  -2.268  0.590  0.485
H  6.369  2.176  3.400
H  -0.803  -2.062  0.668
C  6.986  0.270  4.191
C  -2.591  0.996  -4.056
H  -1.773  3.952  -2.494
H  2.327  -0.983  0.944
P  -2.109  1.543  -2.352
P  -1.142  -0.064  -0.965
C  1.416  -0.071  -2.323
O  0.335  -0.561  1.402
H  -3.142  1.112  0.111
H  -0.450  3.151  -3.313
C  6.540  -0.987  4.568
H  -6.485  -1.117  -1.027
C  -0.198  -1.251  0.260
H  2.181  -0.639  -1.794
H  -4.309  -1.359  -2.533
C  -1.114  3.091  -2.445
H  -4.150  -0.038  -1.396
H  -2.692  -0.080  -4.165
H  -1.864  1.325  -4.806
C  -5.772  -1.328  -0.213
H  2.016  0.180  2.218
H  -2.132  -1.639  -2.566
C  0.073  -0.686  -2.406
C  1.667  -0.164  1.245
H  0.650  -1.737  -0.229
H  0.930  1.449  -3.279
H  0.157  -1.775  -2.417
C  -2.695  -0.409  1.553

***

Molecular formula: C7H17Cl4FGaO
Method: DFT, ωB97M-V with the def2-TZVPD basis set

Summary:
gap between HOMO and LUMO	0.22007	Eh
net charge	-1
energy	-4217.5953	a.u.

Atoms and positions in Å:
F  0.476  -0.612  -2.902
H  -0.243  2.248  -1.456
C  2.342  -1.968  2.155
Cl  -3.106  -0.563  1.342
H  -4.725  -1.381  2.832
C  0.588  3.182  -4.195
H  -3.371  -2.841  4.227
H  -0.984  0.758  -0.807
H  -4.070  -2.661  1.802
C  1.057  -1.215  2.391
H  0.844  -1.182  3.458
H  2.282  -2.948  2.629
H  1.333  0.225  -1.226
H  3.353  2.547  -1.402
H  0.451  4.082  -3.592
C  0.782  0.536  -2.113
H  -2.521  -1.299  4.063
O  2.630  3.059  -1.797
H  -1.183  1.235  -2.535
Ga  1.871  1.958  -3.159
Cl  -1.439  -3.044  2.910
H  3.195  -1.434  2.567
Cl  2.650  -2.243  0.423
H  2.992  1.312  -4.117
C  -3.811  -1.798  2.410
Cl  1.151  0.472  1.827
C  -2.870  -2.177  3.524
H  0.222  -1.689  1.889
H  1.014  3.492  -5.146
C  -0.513  1.217  -1.679
H  -0.396  2.734  -4.322

***

Molecular formula: C19H31BrF12N2O8PS3
Method: DFT, ωB97M-V with the def2-TZVPD basis set

Summary:
gap between HOMO and LUMO	0.26836	Eh
net charge	+1
energy	-6762.0396	a.u.

Atoms and positions in Å:
N  -3.209  1.571  2.290
C  -5.878  0.595  3.536
H  -3.933  6.568  0.998
H  0.929  3.150  3.766
F  1.626  -2.812  1.090
O  0.424  1.814  -0.227
O  -0.291  -0.471  -0.084
O  -4.287  -0.638  1.898
O  4.370  -4.560  -4.632
C  5.203  -5.416  -6.778
H  -3.410  3.009  3.820
H  5.900  -2.302  -6.224
H  -5.186  6.856  2.273
F  -6.513  -0.550  3.352
C  1.663  -3.556  -1.667
H  3.794  -0.976  -6.726
H  -4.174  5.405  3.784
S  -0.796  4.340  1.524
C  -4.139  6.661  2.064
H  0.781  -3.138  -3.589
C  4.797  -5.729  -5.352
C  -3.064  3.006  2.785
H  1.354  1.697  3.285
H  -3.597  7.550  2.392
H  5.965  -4.638  -6.802
C  1.616  -2.799  -2.977
O  -5.446  1.103  0.777
C  -3.582  5.470  2.870
C  2.440  -2.304  2.005
O  3.286  -2.804  -6.058
C  -1.520  3.320  2.878
H  -0.839  1.615  4.011
H  -2.861  0.986  3.058
H  -3.589  4.273  1.038
C  -0.940  1.010  1.924
H  -1.125  0.067  2.445
C  -2.256  1.283  1.168
F  2.287  -3.018  3.136
H  1.476  -1.731  -2.792
S  0.255  0.665  0.603
C  2.042  -0.844  2.366
H  -2.218  2.096  0.451
H  -1.398  3.919  3.780
Br  -5.737  3.907  2.133
H  -2.509  0.368  0.634
H  5.644  -6.129  -4.798
H  5.855  -0.674  -5.525
F  -5.833  -0.089  5.764
C  1.969  0.144  1.156
H  4.353  -5.058  -7.363
H  -1.614  4.102  0.495
F  2.754  1.187  1.368
C  -0.618  2.059  3.027
S  -4.797  0.692  1.965
H  1.943  -4.596  -1.835
H  3.399  -0.991  -5.028
C  5.401  -1.665  -5.496
C  -3.786  4.150  2.096
H  0.695  -3.527  -1.166
F  2.457  -0.470  0.075
H  5.597  -6.309  -7.263
C  -5.060  0.511  4.866
F  2.989  -0.393  3.195
P  2.963  -3.896  -4.980
H  -2.532  5.682  3.045
O  2.852  -2.941  -3.675
H  5.569  -2.087  -4.505
N  0.775  2.487  3.011
C  3.927  -1.542  -5.804
F  -3.951  -0.227  4.710
F  -6.784  1.543  3.642
O  1.859  -4.850  -4.894
H  2.416  -3.121  -1.015
H  4.003  -6.479  -5.330
F  -4.760  1.731  5.313
F  0.893  -0.868  3.070
F  3.715  -2.390  1.657

***

Molecular formula: C8H8ClNO2S
Method: DFT, ωB97M-V with the def2-TZVPD basis set

Summary:
gap between HOMO and LUMO	0.35117	Eh
structure (SMILES)	O=S(=O)(Cl)[C@@H]1CCc2cccnc21
relative energy (zero: lowest compared OMol25 entry of this formula, charge and spin)	0.0000	eV
energy	-1373.2151	a.u.

Atoms and positions in Å:
C  -1.089  0.242  0.904
H  0.248  2.119  -1.198
S  -2.274  -0.339  -0.312
C  0.105  -0.559  0.493
H  3.302  -2.049  -1.029
C  0.896  0.264  -0.344
H  1.170  2.409  0.247
C  1.903  -0.350  -1.024
H  -1.842  1.933  0.129
C  -0.864  1.724  0.535
H  2.437  0.219  -1.797
H  1.913  -3.231  0.886
O  -2.659  -1.705  -0.016
Cl  -3.912  0.849  0.208
C  1.640  -2.244  0.453
C  0.459  1.754  -0.249
N  0.415  -1.799  0.811
H  -1.591  0.091  1.921
H  -0.768  2.219  1.550
O  -1.823  0.030  -1.651
C  2.334  -1.578  -0.517